This record from OMol25 describes 2 unconnected molecules or ions with the total composition C4H12OS. The level of theory is ωB97M-V with the def2-TZVPD basis set.

The geometry in XYZ format:
```
18
Properties=species:S:1:pos:R:3:nbo_charge:R:1
S 0.567 -1.164 1.477 0.153
O -1.277 -1.878 -1.856 -0.942
C 0.558 1.433 -1.063 -0.600
C 0.815 0.640 1.318 -0.522
C 1.540 1.034 0.045 -0.422
C -1.190 -1.515 1.184 -0.743
H 2.257 1.846 0.121 0.210
H -1.726 -0.681 0.772 0.211
H 1.114 1.912 -1.875 0.213
H 2.075 0.196 -0.341 0.215
H -1.657 -1.817 2.119 0.211
H -0.120 0.727 -1.536 0.183
H -0.659 -1.131 -1.814 0.473
H 1.312 0.869 2.248 0.227
H -1.242 -2.324 0.470 0.247
H -0.041 2.261 -0.726 0.200
H -0.160 1.123 1.393 0.214
H -2.167 -1.531 -1.933 0.470
```

Results
- Kohn-Sham gap (eV) = 9.17
- multiplicity = 1
- E (eV) = -17224.8360
- SMILES string = CCCSC.O
- relative energy (zero: lowest compared OMol25 entry of this formula, charge and spin) (kcal per mole) = 16.3
- HOMO (eV) = -8.363
- lowest unoccupied orbital energy (eV) = 0.808
- charge = 0